24
Properties=species:S:1:pos:R:3 method="wB97M-V/def2-TZVPD" spin_multiplicity=1 charge=+1 lumo_ev=-2.975 homo_ha=-0.445 de_lowest_kcal_mol=53.3 max_force_ev_per_a=5.38
O -2.8311 1.1855 1.2936
O -3.1061 -0.5603 -0.7789
N -0.2105 1.9576 0.7275
C 1.9732 -1.7295 -0.4862
C 0.3913 1.5323 -0.5070
C 1.1762 -0.7381 0.0221
C 3.0928 -2.2359 0.3449
C 0.2341 0.0211 -0.8570
H 2.7736 -3.0712 0.8775
H 0.0110 2.8853 0.9691
H -2.9681 -0.5450 -1.7015
H 1.4638 1.7488 -0.5470
H -3.4254 1.8348 1.6244
H 3.4907 -1.5101 1.0118
H -0.8174 -0.2918 -0.4079
H 0.0350 1.3939 1.4505
H 1.1276 -0.3870 1.0375
H 1.6318 -2.2299 -1.4262
H 4.0261 -2.5893 -0.2377
H 0.1706 -0.1712 -1.9406
H 0.0417 2.1643 -1.4175
H -3.9480 -1.0709 -0.5082
H -3.0337 0.4669 0.7858
H -1.2991 1.9395 0.6711

***

11
Properties=species:S:1:pos:R:3 method="wB97M-V/def2-TZVPD" spin_multiplicity=1 smiles="C=NOC(C)=O" lumo_ev=0.963 homo_ha=-0.379 de_lowest_kcal_mol=58.2 max_force_ev_per_a=1.51
O 0.3295 0.1665 0.5379
O -0.3834 0.5445 -1.5722
N 1.7068 0.3257 0.2711
C -0.6065 0.3873 -0.4106
C -1.9481 0.3844 0.2771
C 2.3617 -0.6958 -0.0353
H -2.3369 -0.6315 0.3090
H 1.9368 -1.6853 -0.2003
H -2.6421 1.0101 -0.2756
H 3.4167 -0.5545 -0.1957
H -1.8345 0.7486 1.2946

***

81
Properties=species:S:1:pos:R:3 method="wB97M-V/def2-TZVPD" spin_multiplicity=1 charge=+3 lumo_ev="-10.716 / -10.722" homo_ha="-0.562 / -0.562" de_lowest_kcal_mol=1.4 max_force_ev_per_a=3.94
V 1.4164 -0.5868 0.4334
S 2.4118 -2.2560 1.8795
O 3.0120 -1.6452 3.0145
O 2.9364 -1.6807 0.5982
O -0.0665 2.2767 -0.8698
O -4.4805 1.8123 1.0569
O -2.2869 -3.4918 -2.2230
O 0.9553 -1.9069 1.7603
N -1.6198 -1.5603 -0.6951
N -2.5709 0.0629 0.6843
N 2.8086 0.8458 1.0574
N -0.2578 -0.0503 0.3360
N 1.9871 0.4476 -1.3561
C 1.7383 -2.7401 -1.6861
C 4.2434 1.7995 2.6901
C -0.0162 2.1784 3.2712
C 3.5594 1.4059 0.1025
C -0.0640 1.0174 2.5302
C 0.0211 3.5047 1.2458
C -1.4916 -0.5094 0.1188
C -0.5583 -2.2654 -1.2501
C 3.1240 1.0403 2.3191
C -5.4246 2.8337 1.3596
C 0.7866 -1.9615 -1.0500
C 5.0358 2.3744 1.7227
C -2.8266 -4.5009 -3.0755
C -4.8771 0.5283 1.1049
C -4.1678 -1.8016 0.9360
C 1.4631 0.3737 -2.5710
C -6.1716 0.0932 1.3850
C -0.9565 -3.3528 -2.0843
C -6.4525 -1.2555 1.4573
C -5.4532 -2.2038 1.2357
C 4.6920 2.2071 0.3691
C 2.0355 0.9888 -3.6875
C 0.0239 -4.1443 -2.6639
C -3.8621 -0.4421 0.8662
C 5.3635 2.8174 -0.7305
C 0.0314 3.4157 2.6278
C 3.1982 1.7186 -3.5670
C -0.2741 3.4697 -1.6196
C 4.8983 2.6733 -1.9980
C -0.0041 2.3471 0.4713
C -0.0281 1.0824 1.1259
C 3.7520 1.8721 -2.2856
C 3.0946 1.2109 -1.2220
C 2.6046 -4.0204 1.8880
C 1.3572 -3.8409 -2.4476
H -0.0264 2.1349 4.3491
H -2.4478 -4.4122 -4.0951
H -7.4472 -1.5774 1.7184
H 5.3800 3.1825 -2.8193
H -4.8823 3.7737 1.2833
H 2.0730 -4.4099 2.7509
H -0.1475 0.0420 3.0006
H 2.2079 -4.4237 0.9633
H -2.4695 1.0113 1.0395
H 5.9080 2.9558 1.9807
H 3.6665 -4.2248 1.9827
H 2.7919 -2.5108 -1.5842
H -6.9588 0.8061 1.5588
H 4.4603 1.9345 3.7381
H -3.3840 -2.5372 0.8332
H 2.1190 -4.4699 -2.8801
H 1.5541 0.8789 -4.6457
H 6.2303 3.4277 -0.5274
H 3.6673 2.1765 -4.4250
H -2.6177 -5.4995 -2.6868
H -5.6816 -3.2535 1.3196
H -6.2519 2.8275 0.6475
H -0.3305 3.1517 -2.6576
H -3.9025 -4.3276 -3.0760
H -0.2387 -4.9855 -3.2841
H 0.0445 4.3221 3.2159
H -5.8151 2.7182 2.3728
H 2.5072 0.5941 3.0862
H -2.5388 -1.8986 -0.9802
H 0.5484 4.1794 -1.5052
H 0.5394 -0.1834 -2.6768
H 0.0186 4.4726 0.7736
H -1.2158 3.9432 -1.3358